No. 1
The following is a DFT calculation (ωB97M-V with the def2-TZVPD basis set) of a molecular structure, C21H23BrIrN2O7SeSi.

## Properties
- HOMO-LUMO gap (alpha / beta) (Ha) = 0.123 / 0.170
- multiplicity = 6
- HOMO (alpha / beta) (eV) = -5.194 / -8.286

Each line ends with the Mulliken charge.
Cartesian coordinates (Å):
Ir  0.953  0.770  0.822  2.414
O  1.372  -4.872  3.254  -0.413
C  1.186  -3.868  2.620  0.363
C  -0.007  -2.846  2.873  -0.002
O  -1.090  -2.919  3.470  -0.598
C  0.449  -1.737  2.125  0.253
C  1.656  -1.909  1.418  0.812
O  2.153  -0.980  0.698  -0.825
C  2.179  -3.307  1.589  -0.013
O  3.175  -3.882  1.129  -0.584
O  -0.184  -0.567  1.950  -0.528
C  3.286  0.520  -1.687  -0.915
Si  2.766  1.846  -0.484  0.572
C  4.274  2.860  -0.096  -1.111
C  1.503  2.876  -1.457  -0.834
C  2.456  1.657  1.634  -1.210
H  4.041  1.054  -2.351  0.330
H  2.409  0.139  -2.184  0.203
H  3.699  -0.347  -1.120  0.294
H  4.907  3.093  -0.989  0.368
H  4.912  2.263  0.608  0.279
H  3.947  3.797  0.447  0.261
H  1.823  3.015  -2.511  0.365
H  1.382  3.845  -0.931  0.291
H  0.445  2.425  -1.408  0.115
H  2.496  2.592  2.168  0.586
H  3.281  0.938  1.915  0.418
C  -3.147  1.752  -0.446  -0.770
N  -3.174  1.200  0.933  0.428
C  -4.198  0.494  1.539  -0.253
C  -3.871  0.318  2.843  -0.667
N  -2.578  0.852  3.057  0.319
C  -1.657  0.637  4.252  -0.684
C  -2.203  1.409  1.893  -0.391
Se  -0.652  2.470  1.614  -0.230
H  -4.029  1.352  -0.968  0.292
H  -2.174  1.511  -0.895  0.211
H  -3.260  2.831  -0.407  0.312
H  -5.093  0.186  1.024  0.443
H  -4.391  -0.257  3.633  0.415
H  -1.404  -0.441  4.406  0.237
H  -2.121  1.075  5.176  0.351
H  -0.659  1.178  4.062  0.199
Br  -0.920  0.890  -5.538  -0.191
C  -1.122  -0.644  -4.525  0.148
C  -1.241  -1.888  -5.158  -0.577
C  -1.380  -2.983  -4.280  -0.386
C  -1.242  -2.887  -2.873  -0.769
C  -0.971  -1.608  -2.294  0.741
C  -0.989  -0.479  -3.110  -0.094
C  -0.662  -1.483  -0.836  0.219
O  -0.818  -2.473  -0.105  -0.702
O  -0.343  -0.243  -0.524  -0.508
H  -1.219  -1.997  -6.240  0.408
H  -1.570  -4.005  -4.644  0.331
H  -1.497  -3.792  -2.305  0.386
H  -0.885  0.571  -2.788  -0.109

***

No. 2
The following is a DFT calculation (ωB97M-V with the def2-TZVPD basis set) of a molecular structure, C4H3NO3.

## Properties
- HOMO-LUMO gap (Ha) = 0.314
- HOMO (eV) = -9.100

Each line ends with the Mulliken charge.
Cartesian coordinates (Å):
C  0.934  1.561  -0.233  -0.010
C  0.242  0.290  -0.447  0.117
C  -0.724  -1.478  -1.084  0.074
C  -0.207  -0.557  0.769  0.602
H  0.138  1.036  1.612  0.499
H  1.464  2.034  -1.129  0.328
H  -1.377  -2.338  -1.359  0.325
N  -0.432  -0.349  -1.534  -0.459
O  1.057  1.787  1.138  -0.590
O  -0.757  -1.680  0.298  -0.303
O  -0.339  -0.305  1.967  -0.583

***

no.,calculated total energy (eV)
1,-185559.659
2,-11825.962